A cluster of 10 separate species, C24H64O20S2 in total in a non-equilibrium geometry. Source: the OMol25 dataset; level of theory: ωB97M-V/def2-TZVPD.

The geometry in XYZ format:
```
110
Properties=species:S:1:pos:R:3:lowdin_charge:R:1
S -5.008 3.820 -2.072 0.70
S 1.967 -4.252 -4.344 0.71
O 4.162 2.473 3.500 -0.06
O -4.625 4.458 -3.316 -0.32
O -1.845 -3.752 4.055 -0.06
O -0.076 4.046 0.096 -0.07
O -3.057 0.213 1.251 -0.09
O 2.879 3.516 -4.866 -0.06
O -0.377 -1.289 3.028 -0.09
O 2.373 0.368 -0.025 -0.08
O 2.796 1.661 -2.470 -0.08
O -1.174 -3.061 1.010 -0.08
O 3.265 -3.664 -4.118 -0.33
O 2.535 3.175 0.976 -0.11
O -3.914 -2.431 1.736 -0.07
O 1.571 -5.000 -5.501 -0.31
O -1.961 1.004 3.849 -0.08
O 4.810 -2.694 -2.057 -0.08
O 6.867 -1.081 -0.686 -0.05
O -5.506 4.533 -0.912 -0.34
O -0.389 1.286 0.726 -0.07
O 1.265 1.815 3.042 -0.09
C -3.739 1.022 2.207 -0.22
C 2.150 1.208 3.996 -0.18
C -5.475 1.170 -1.912 -0.22
C 0.683 4.717 1.089 -0.23
C 1.003 -4.166 -1.929 -0.22
C 0.132 -2.274 3.923 -0.22
C -2.285 -3.104 0.092 -0.21
C -3.329 0.667 3.629 -0.21
C 0.821 -2.858 -3.961 -0.20
C -0.029 0.578 -0.449 -0.19
C 4.762 -1.283 -1.874 -0.24
C -0.891 -2.960 4.780 -0.22
C 0.007 -3.312 -2.762 -0.21
C -3.681 2.712 -1.524 -0.23
C 2.219 4.562 1.009 -0.20
C 3.003 3.869 -3.501 -0.24
C 5.481 -0.869 -0.605 -0.27
C 3.592 1.182 3.495 -0.22
C -3.665 -3.355 0.678 -0.21
C 1.150 -0.338 -0.220 -0.20
C 1.541 -5.245 -2.852 -0.20
C -6.205 2.443 -2.394 -0.19
C -3.981 1.362 -2.158 -0.23
C 2.171 2.941 -2.614 -0.24
H 7.024 -2.027 -0.630 0.09
H -3.473 -0.659 1.376 0.05
H -6.372 2.419 -3.470 0.10
H 0.403 1.399 2.974 0.06
H 2.554 5.010 0.073 0.12
H -3.959 -4.392 0.862 0.13
H 3.759 -0.847 -1.923 0.09
H 1.942 3.490 -5.086 0.08
H 0.288 1.295 -1.211 0.12
H 2.665 5.060 1.874 0.12
H -0.793 -3.966 -3.117 0.12
H 4.165 0.578 4.198 0.12
H -4.374 -3.046 -0.100 0.13
H 1.809 0.175 4.143 0.10
H 0.992 -1.025 0.619 0.12
H 1.988 1.763 4.923 0.13
H -2.127 -3.858 -0.687 0.12
H 0.680 -3.005 3.317 0.13
H -0.349 -3.604 5.485 0.13
H -1.853 -4.597 4.517 0.09
H -3.869 1.293 4.339 0.12
H -3.490 2.055 1.962 0.12
H 5.190 0.081 -0.154 0.11
H 1.979 3.333 -1.609 0.09
H 2.506 -5.644 -2.542 0.11
H -1.349 -2.258 5.488 0.13
H -2.310 -2.106 -0.347 0.11
H 3.654 0.784 2.480 0.12
H -0.414 -2.522 -2.144 0.09
H -3.675 -2.870 2.565 0.09
H -2.737 3.211 -1.725 0.11
H 1.989 2.767 1.674 0.03
H -5.862 0.260 -2.375 0.11
H -3.834 2.485 -0.467 0.09
H 2.197 1.128 0.553 0.06
H -4.834 0.966 2.156 0.12
H 5.003 -1.497 0.172 0.12
H 5.278 -0.831 -2.733 0.13
H 2.630 4.880 -3.298 0.11
H 1.432 -2.002 -3.678 0.10
H -3.401 -0.403 3.841 0.12
H 0.348 -2.669 -4.924 0.10
H -5.608 0.966 -0.845 0.11
H -1.365 0.293 3.573 0.03
H 0.837 -1.815 4.620 0.12
H -1.416 -3.703 1.697 0.08
H 1.166 2.811 -3.041 0.11
H 3.957 2.953 2.692 0.06
H 4.059 3.801 -3.257 0.12
H -1.145 0.831 1.126 0.06
H 0.552 -4.624 -1.046 0.11
H -0.070 3.108 0.346 0.03
H 1.282 -0.973 -1.103 0.11
H -7.155 2.585 -1.888 0.10
H -0.704 -1.722 2.211 0.06
H 1.845 -3.591 -1.539 0.11
H -0.865 -0.025 -0.820 0.11
H 2.661 1.388 -1.544 0.03
H -3.705 1.519 -3.207 0.12
H -3.347 0.592 -1.722 0.10
H 0.347 4.340 2.066 0.12
H 4.026 -2.889 -2.592 0.02
H 0.378 5.766 1.074 0.12
H 0.882 -6.028 -3.218 0.10
```

Output
2S+1: 1
SMILES: O=S1(=O)CCCC1.O=S1(=O)CCCC1.OCCO.OCCO.OCCO.OCCO.OCCO.OCCO.OCCO.OCCO
E_tot (eV): -88542.080
HOMO (eV): -9.35